# C30H26Cl5FN9OSiTc

A molecular structure, C30H26Cl5FN9OSiTc (ωB97M-V/def2-TZVPD, the Open Molecules 2025 dataset).

Geometry (Å):
Tc: -0.76 1.06 -0.61
C: 3.65 3.07 -0.41
Si: 2.67 1.58 -1.03
C: 3.57 0.92 -2.57
C: 2.82 0.28 0.32
N: 1.02 1.99 -1.34
C: 0.74 3.19 -1.96
C: 1.56 3.82 -2.91
C: 1.23 5.03 -3.50
C: 0.04 5.68 -3.18
C: -0.82 5.08 -2.27
C: -0.46 3.88 -1.71
F: -1.33 3.30 -0.81
H: 4.68 2.79 -0.20
H: 3.20 3.45 0.52
H: 3.66 3.90 -1.12
H: 4.08 -0.02 -2.37
H: 4.33 1.63 -2.92
H: 2.88 0.76 -3.40
H: 3.83 -0.13 0.32
H: 2.11 -0.54 0.21
H: 2.64 0.73 1.30
H: 2.49 3.34 -3.20
H: 1.90 5.47 -4.22
H: -0.23 6.62 -3.64
H: -1.76 5.52 -1.98
Cl: -1.17 -1.09 3.16
C: -2.01 0.41 2.88
C: -1.34 1.46 2.23
C: -1.95 2.73 2.36
Cl: -1.06 4.14 1.92
C: -3.24 2.88 2.86
Cl: -3.98 4.43 2.90
C: -3.94 1.77 3.33
Cl: -5.57 1.94 3.88
C: -3.30 0.54 3.38
Cl: -4.11 -0.82 4.07
C: -2.11 -2.23 0.26
C: -0.90 -2.11 -0.59
N: -0.29 -1.00 -0.96
C: 0.70 -1.36 -1.84
C: 0.72 -2.71 -1.98
N: -0.30 -3.18 -1.19
C: -0.55 -4.57 -0.90
N: 0.58 -5.16 -0.22
N: 1.18 -6.27 -0.71
N: 2.18 -6.57 0.02
C: 2.30 -5.64 1.02
C: 3.24 -5.51 2.05
C: 3.11 -4.43 2.88
C: 2.08 -3.48 2.71
C: 1.14 -3.60 1.72
C: 1.26 -4.71 0.88
H: -2.32 -1.27 0.72
H: -1.99 -2.98 1.05
H: -2.98 -2.50 -0.35
H: 1.32 -0.62 -2.31
H: 1.36 -3.37 -2.54
H: -0.69 -5.15 -1.81
H: -1.44 -4.63 -0.29
H: 4.04 -6.23 2.16
H: 3.82 -4.28 3.69
H: 2.03 -2.63 3.38
H: 0.37 -2.85 1.58
C: -0.12 1.25 1.44
H: 0.54 2.12 1.48
H: 0.42 0.37 1.78
O: -2.77 0.40 -0.72
N: -3.66 1.27 -0.40
C: -4.89 0.83 -0.45
C: -5.20 -0.53 -0.79
N: -5.43 -1.62 -1.07
C: -5.95 1.73 -0.13
N: -6.83 2.43 0.13

- net charge = -1
- spin multiplicity = 2
- LUMO energy (spin up / spin down) (eV) = 2.105 / 2.106
- frontier orbital gap (spin up / spin down) (eV) = 6.12 / 5.84
- relative energy (zero: lowest compared OMol25 entry of this formula, charge and spin) (kcal per mole) = 0.00
- expectation value of S² = 0.756